(1)
{
  "formula": "C53H47BCl5N8P2Rb",
  "method": "ωB97M-V/def2-TZVPD",
  "homo_energy_ha": [-0.0242, -0.0241],
  "gap_ev": [3.92, 3.92],
  "charge": -2,
  "de_lowest_kj_mol": 217.15,
  "lumo_ev": [3.26, 3.26],
  "symbols": ["Rb", "B", "N", "C", "C", "C", "N", "N", "C", "C", "C", "N", "H", "H", "H", "H", "H", "H", "H", "H", "C", "C", "C", "C", "C", "C", "C", "P", "C", "C", "C", "C", "C", "C", "C", "C", "C", "C", "C", "C", "C", "C", "H", "H", "H", "H", "H", "H", "H", "H", "H", "H", "H", "H", "H", "H", "H", "H", "H", "H", "H", "H", "N", "P", "C", "C", "C", "C", "C", "C", "C", "C", "C", "C", "C", "C", "C", "C", "C", "C", "C", "N", "H", "H", "H", "H", "H", "H", "H", "H", "H", "H", "H", "H", "H", "H", "H", "Cl", "C", "C", "C", "Cl", "C", "Cl", "C", "Cl", "C", "Cl", "N", "C", "C", "N", "C", "H", "H", "H", "H"],
  "coordinates": [[-1.6675, 0.0050, 1.6714], [-2.5619, -3.2969, 2.6808], [-1.0262, -3.4059, 2.3843], [-0.2185, -4.4367, 2.4121], [1.0563, -3.9959, 2.7653], [0.9175, -2.6099, 2.9503], [-0.3108, -2.2418, 2.6629], [-3.5603, -3.6656, 1.6357], [-4.1150, -4.8641, 1.3380], [-4.8097, -4.7281, 0.1668], [-4.5787, -3.4151, -0.2200], [-3.8774, -2.7593, 0.7130], [-2.8222, -3.9786, 3.6222], [-2.7048, -2.1648, 2.9848], [-0.5770, -5.4476, 2.1738], [1.9753, -4.6143, 2.8459], [1.6159, -1.8460, 3.3346], [-3.9837, -5.7389, 1.9101], [-5.1932, -5.5000, -0.4658], [-4.9063, -2.9653, -1.1238], [7.2157, -0.9156, -0.0602], [6.0089, -1.8393, 0.1364], [6.3063, -3.1830, 0.4089], [5.3480, -4.1511, 0.6459], [4.0630, -3.6524, 0.8119], [3.7384, -2.3006, 0.6409], [4.7015, -1.3902, 0.2224], [4.0234, 0.2744, 0.0699], [4.9046, 1.0645, -1.3342], [5.4582, 0.2773, -2.3244], [6.3188, 0.8326, -3.2384], [6.5053, 2.2112, -3.2754], [5.7248, 3.0429, -2.4836], [4.9254, 2.5050, -1.4945], [4.0695, 3.4707, -0.6188], [4.4807, 1.1141, 1.5861], [5.7465, 1.6472, 1.7435], [6.1404, 2.2528, 2.9479], [5.1966, 2.3032, 3.9995], [3.9249, 1.9011, 3.8297], [3.4463, 1.3036, 2.6289], [2.1465, 0.8441, 2.4724], [8.0386, -1.2812, 0.5663], [7.0670, 0.1499, 0.2682], [7.6593, -0.9099, -1.0798], [7.3683, -3.4763, 0.2854], [5.5005, -5.2107, 0.7638], [3.2165, -4.2465, 1.2007], [2.7086, -1.9685, 0.9380], [5.2543, -0.8005, -2.3649], [6.8229, 0.1530, -3.9357], [7.2706, 2.7174, -3.9092], [5.8577, 4.1219, -2.5544], [3.9857, 4.4700, -1.0929], [4.3520, 3.6752, 0.3967], [3.0001, 3.1292, -0.6358], [6.3997, 1.6363, 0.8288], [7.1335, 2.7221, 3.1389], [5.6172, 2.7247, 4.9596], [3.2040, 2.0963, 4.6285], [1.5354, 0.8724, 3.3483], [1.6948, 0.8367, 1.4340], [-2.3416, -0.3475, -3.4082], [-2.6981, 1.2875, -2.7746], [-3.0005, 2.0801, -4.4474], [-3.9879, 1.4838, -5.2536], [-4.2231, 2.0128, -6.5533], [-3.4065, 2.9846, -7.1027], [-2.3864, 3.4967, -6.2641], [-2.2494, 3.1463, -4.9283], [-4.3708, 1.0679, -2.1618], [-5.5278, 1.8088, -2.5899], [-6.7452, 1.5592, -1.9575], [-6.8321, 0.8175, -0.7912], [-5.7035, 0.0630, -0.4025], [-4.4963, 0.1378, -1.1115], [-1.7291, -1.4146, -2.7800], [-1.4171, -2.5530, -3.6248], [-0.5249, -3.4954, -3.1666], [-0.0444, -3.3899, -1.8107], [-0.5474, -2.3297, -1.0586], [-1.4345, -1.4639, -1.5065], [-2.3516, -0.4548, -4.4807], [-4.5794, 0.6488, -4.9082], [-4.9671, 1.5735, -7.1486], [-3.4585, 3.2735, -8.1714], [-1.7417, 4.2609, -6.7554], [-1.5167, 3.6050, -4.2899], [-5.4741, 2.3284, -3.4976], [-7.6080, 2.0735, -2.3896], [-7.6793, 0.9602, -0.1650], [-5.8919, -0.7018, 0.4226], [-3.5939, -0.4261, -0.8847], [-1.7904, -2.6910, -4.6046], [-0.2073, -4.2877, -3.8107], [0.5348, -4.2475, -1.4019], [-0.3646, -2.1985, 0.0198], [-4.6892, 2.3592, 2.1654], [-4.4503, 1.2431, 3.4936], [-3.2790, 1.0169, 4.0714], [-2.9930, 0.2038, 5.1233], [-1.4168, 0.0693, 5.8111], [-4.0722, -0.5620, 5.5309], [-3.7875, -1.9515, 6.4429], [-5.3992, -0.2066, 5.0944], [-6.6961, -0.8601, 5.9762], [-5.6506, 0.6499, 4.0358], [-7.1970, 0.8119, 3.3720], [-0.5290, 5.0431, 2.1110], [-1.5561, 5.0327, 1.1645], [-1.7629, 3.7585, 0.7319], [-0.8138, 2.9347, 1.3503], [-0.1505, 3.7178, 2.1913], [-0.1168, 5.8772, 2.5730], [-1.9996, 5.9264, 0.6907], [-2.4381, 3.4793, -0.0363], [0.6218, 3.4336, 2.9251]],
  "atomic_forces_ev_per_a": [[-0.08, 0.27, -0.11], [0.24, 0.14, 1.41], [-0.42, 2.21, -0.23], [1.23, -1.28, -0.03], [0.95, -1.12, 0.00], [0.49, 0.10, 0.04], [-0.98, -0.85, 0.37], [-0.46, -0.60, -0.85], [0.16, 0.74, -0.17], [0.46, -0.33, -0.68], [0.04, 0.43, 0.79], [-0.06, 0.04, -1.35], [0.15, -0.50, 0.51], [-0.31, 0.49, 0.07], [0.19, 0.58, 0.28], [-0.94, 0.59, 0.11], [-0.27, -0.57, -0.63], [0.30, -0.56, 0.80], [-0.46, -0.31, 0.06], [-0.22, 0.64, -0.45], [0.50, 0.58, 0.10], [1.34, 0.11, 0.38], [1.34, -0.38, -1.16], [-0.98, 1.05, 0.20], [-1.56, 0.16, 0.72], [-0.64, -0.86, 0.47], [-0.18, -0.01, 0.21], [-1.23, 0.95, -0.66], [-0.64, 1.41, 0.92], [-0.02, -0.51, 0.04], [0.46, 0.17, -1.07], [0.81, 0.52, -0.84], [0.48, -0.18, 0.30], [-0.62, -0.34, 1.32], [-1.11, -0.21, -1.64], [-0.23, 0.60, 0.25], [0.77, 0.68, -0.16], [0.87, 0.15, -0.23], [1.99, 0.76, 0.54], [-0.95, 0.00, 1.09], [0.00, -1.12, -1.46], [0.22, 0.72, -1.33], [-0.18, -0.07, 0.08], [-0.12, -1.38, -0.59], [-0.65, 0.02, 0.37], [-0.64, 0.12, 0.25], [0.50, -0.08, 0.05], [0.75, -0.07, -0.51], [1.05, -0.25, -0.64], [0.26, 0.42, 0.29], [-0.02, 0.45, 0.16], [-0.70, -0.78, 0.25], [-0.21, -0.16, -0.03], [0.43, -0.47, -0.13], [0.40, -0.53, 0.52], [0.88, -0.07, 0.36], [-0.44, 0.24, 1.28], [-0.76, -0.58, -0.52], [-1.00, -0.37, -0.91], [0.09, -0.27, -0.14], [-0.74, 0.15, 0.29], [0.50, -0.47, 1.48], [-0.46, 0.67, -1.89], [1.04, -0.37, -0.67], [-0.91, -1.35, 0.50], [0.49, 1.50, -1.36], [0.85, -0.53, 1.19], [1.05, -0.06, 0.82], [-0.19, 1.34, -1.53], [-0.11, -0.61, -0.60], [-1.94, 0.44, 0.11], [1.04, -2.76, 1.42], [0.19, 1.32, -0.48], [1.83, -0.02, -0.50], [-1.00, -1.24, 0.77], [-0.47, 0.87, -0.22], [0.23, -1.90, -1.85], [0.92, 0.56, 1.28], [-0.10, 1.00, 2.17], [-0.38, -0.61, -1.03], [0.17, -1.75, 1.03], [-0.21, 2.43, -0.37], [-0.13, 0.26, 2.56], [-0.01, 0.00, 0.12], [-1.04, -0.56, -0.70], [-0.12, -0.10, 0.93], [-0.31, -0.56, 0.82], [0.27, 0.14, 0.07], [-0.07, 1.06, -0.86], [0.03, -0.12, 0.43], [-0.71, -0.63, 0.35], [0.85, 1.29, -0.97], [-0.42, -0.32, 0.45], [-0.50, 0.38, -0.95], [0.05, -0.49, -0.16], [-0.19, 1.22, -0.11], [0.33, -0.53, -0.52], [0.09, 0.40, -0.88], [-2.36, -0.99, 1.47], [2.45, 1.61, -0.83], [-2.35, -0.24, -0.91], [0.50, -0.16, 0.24], [-0.25, 1.17, -0.50], [-0.21, -1.14, 1.14], [1.22, -0.38, 0.03], [-0.95, -0.66, 0.41], [2.75, 0.02, 0.11], [-1.01, 0.35, -0.26], [-0.65, -0.36, -0.77], [-0.50, 1.31, -0.79], [2.22, 0.80, 1.28], [-0.33, 0.77, 0.86], [0.32, -0.02, 0.08], [-0.58, -1.39, -0.57], [0.36, -0.43, 0.88], [-0.36, -0.58, -0.34], [-0.48, -0.23, -0.78]],
  "mulliken_charge": [0.35, 0.37, 0.63, -0.44, -1.01, -0.77, -0.03, -0.19, -0.34, -1.16, -0.19, 0.35, -0.20, -0.54, 0.45, 0.58, 0.41, 0.50, 0.33, 0.49, -1.36, 1.71, -0.42, -1.13, -0.26, -0.90, 0.37, 0.01, 0.54, -0.97, -0.33, -0.74, -0.47, 0.51, -1.45, 0.64, 0.13, -1.05, -0.51, -0.98, 1.26, -1.48, 0.50, -0.03, 0.29, 0.30, 0.41, 0.24, 0.15, 0.50, 0.38, 0.28, 0.36, 0.40, 0.29, 0.25, 0.01, 0.30, 0.22, 0.35, 0.70, 0.01, -0.05, 0.39, 0.47, -0.66, -0.67, -0.53, -0.28, -0.70, 0.89, -0.58, -0.63, -0.74, -0.12, -0.36, 0.43, -0.94, -0.60, -0.73, 0.17, 0.30, 0.25, 0.48, 0.41, 0.34, 0.29, 0.45, 0.61, 0.31, 0.38, 0.36, -0.07, 0.42, 0.43, 0.40, 0.03, -0.15, 0.67, -0.80, 0.01, -0.20, 0.36, -0.22, 0.11, -0.27, -0.06, -0.22, -0.07, -0.62, -0.33, 0.18, -0.43, 0.24, 0.32, 0.36, 0.34]
}

(2)
{
  "formula": "C53H47Br2FIN2O4SSbSiY",
  "method": "ωB97M-V/def2-TZVPD",
  "homo_energy_ha": -0.3306,
  "gap_ev": 6.51,
  "charge": 1,
  "de_lowest_kj_mol": 163.48,
  "lumo_ev": -2.49,
  "symbols": ["Y", "Br", "C", "Br", "H", "H", "C", "C", "C", "C", "C", "C", "C", "F", "C", "C", "C", "O", "C", "C", "N", "C", "C", "O", "O", "H", "H", "H", "H", "H", "H", "H", "H", "H", "H", "H", "C", "C", "C", "C", "C", "C", "Si", "C", "C", "C", "C", "C", "C", "C", "C", "C", "C", "C", "C", "H", "H", "H", "H", "H", "H", "H", "H", "H", "H", "H", "H", "H", "H", "H", "N", "C", "O", "C", "I", "H", "H", "H", "H", "S", "Sb", "C", "C", "C", "C", "C", "C", "C", "C", "C", "C", "C", "C", "C", "C", "C", "C", "C", "C", "H", "H", "H", "H", "H", "H", "H", "H", "H", "H", "H", "H", "H", "H", "H"],
  "coordinates": [[-0.1114, -0.7729, 1.3622], [1.8568, -0.0099, 3.7958], [1.2079, -1.3592, 5.0172], [0.1361, -2.6627, 4.0837], [0.5846, -0.8667, 5.7505], [2.0613, -1.8621, 5.4419], [0.2004, 4.1081, -4.6516], [1.2456, 4.3966, -3.5901], [2.6142, 4.6231, -4.2104], [3.6148, 5.0397, -3.1477], [3.5966, 4.0852, -1.9833], [4.6823, 3.9829, -1.1439], [4.6657, 3.0997, -0.0683], [5.7524, 3.0392, 0.7131], [3.5936, 2.3020, 0.1988], [2.4840, 2.3765, -0.6527], [1.3470, 1.5101, -0.4043], [1.2928, 0.8346, 0.6695], [0.3477, 1.4835, -1.3990], [0.3769, 2.4278, -2.3938], [1.3577, 3.3099, -2.5717], [2.4762, 3.2653, -1.7361], [-0.7992, 0.5125, -1.4154], [-1.8263, 0.8052, -2.0031], [-0.5676, -0.6191, -0.8019], [0.2561, 4.9007, -5.3997], [-0.8198, 4.1035, -4.2634], [0.3966, 3.1547, -5.1555], [0.9563, 5.2949, -3.0389], [2.5269, 5.3925, -4.9749], [2.9319, 3.6993, -4.7108], [3.3710, 6.0455, -2.7924], [4.6231, 5.0929, -3.5581], [5.5703, 4.5857, -1.3125], [3.5926, 1.6122, 1.0338], [-0.4621, 2.4655, -3.0736], [-6.3791, -0.2984, 2.0274], [-6.0260, -0.0669, 3.3526], [-4.7164, 0.2755, 3.6798], [-3.7218, 0.3817, 2.7008], [-4.1052, 0.1487, 1.3711], [-5.4139, -0.1785, 1.0325], [-1.8898, 0.7879, 3.0222], [-1.6255, 0.7655, 4.9002], [-2.0239, -0.3405, 5.6640], [-1.7342, -0.4386, 7.0209], [-1.0152, 0.5724, 7.6514], [-0.6082, 1.6803, 6.9168], [-0.9164, 1.7744, 5.5623], [-1.6739, 2.5848, 2.4183], [-0.3828, 3.0999, 2.2377], [-0.1630, 4.3857, 1.7555], [-1.2458, 5.1939, 1.4268], [-2.5371, 4.7080, 1.5955], [-2.7442, 3.4234, 2.0876], [-7.4040, -0.5524, 1.7703], [-6.7766, -0.1404, 4.1348], [-4.4709, 0.4708, 4.7189], [-3.3706, 0.2348, 0.5670], [-5.6805, -0.3301, -0.0102], [-2.5733, -1.1543, 5.1965], [-2.0680, -1.3031, 7.5870], [-0.7837, 0.5024, 8.7092], [-0.0550, 2.4804, 7.4014], [-0.5986, 2.6562, 5.0105], [0.4812, 2.4869, 2.4806], [0.8530, 4.7566, 1.6419], [-1.0864, 6.1993, 1.0503], [-3.3890, 5.3345, 1.3478], [-3.7636, 3.0662, 2.2090], [-3.5277, -2.8352, 0.1067], [-2.8517, -2.7203, 1.2320], [-1.6370, -2.4377, 1.2199], [-3.5674, -2.9430, 2.5278], [-3.1198, -4.9084, 3.2078], [-3.0474, -2.6713, -0.7677], [-4.5166, -3.0079, 0.1077], [-4.6443, -2.8408, 2.4458], [-3.1790, -2.2472, 3.2599], [1.9685, -2.5522, 0.8690], [1.5029, -2.8460, -1.3590], [2.7378, -4.4242, -1.9806], [2.6978, -4.8330, -3.3138], [3.5132, -5.8737, -3.7377], [4.3630, -6.5015, -2.8326], [4.4004, -6.0924, -1.5056], [3.5865, -5.0501, -1.0738], [-0.4010, -3.5937, -1.8377], [-1.2978, -2.9763, -2.7097], [-2.4462, -3.6476, -3.1140], [-2.7154, -4.9246, -2.6332], [-1.8454, -5.5251, -1.7316], [-0.6862, -4.8649, -1.3437], [2.1005, -1.2404, -2.5614], [1.4454, -0.8433, -3.7264], [1.9784, 0.1732, -4.5094], [3.1640, 0.7945, -4.1342], [3.8203, 0.4009, -2.9738], [3.2937, -0.6208, -2.1936], [2.0355, -4.3492, -4.0291], [3.4864, -6.1954, -4.7731], [4.9988, -7.3145, -3.1650], [5.0634, -6.5836, -0.8019], [3.6148, -4.7298, -0.0377], [-1.1410, -1.9601, -3.0446], [-3.1319, -3.1663, -3.8040], [-3.6096, -5.4480, -2.9557], [-2.0603, -6.5129, -1.3400], [-0.0006, -5.3545, -0.6602], [0.5210, -1.3129, -4.0404], [1.4701, 0.4700, -5.4217], [3.5871, 1.5774, -4.7575], [4.7450, 0.8855, -2.6752], [3.8074, -0.9159, -1.2832]],
  "atomic_forces_ev_per_a": [[0.38, -0.53, -0.38], [0.08, -0.03, -0.09], [-0.12, 0.09, -0.12], [0.01, 0.02, 0.01], [-0.09, 0.05, 0.07], [0.11, -0.06, 0.06], [-0.07, -0.07, -0.07], [0.02, -0.11, 0.03], [0.05, -0.13, -0.02], [0.01, -0.02, 0.02], [0.00, 0.02, -0.02], [0.10, 0.09, -0.06], [0.05, 0.00, 0.03], [0.02, 0.00, 0.02], [-0.02, -0.06, 0.07], [-0.10, 0.09, 0.09], [-0.13, -0.16, 0.08], [0.06, 0.05, -0.14], [0.03, 0.12, 0.05], [-0.03, 0.07, -0.07], [0.04, 0.09, -0.02], [-0.07, 0.03, -0.03], [0.02, 0.19, -0.03], [0.19, -0.36, 0.00], [-0.29, 0.23, 0.32], [-0.01, -0.05, 0.05], [0.09, -0.01, -0.02], [-0.02, 0.11, 0.07], [-0.01, 0.06, 0.02], [0.00, 0.04, -0.03], [-0.03, 0.14, 0.07], [-0.01, -0.01, 0.00], [0.01, 0.00, -0.01], [-0.11, -0.06, 0.01], [-0.01, 0.05, -0.07], [0.04, -0.01, 0.04], [-0.03, -0.01, -0.01], [0.02, 0.00, 0.02], [-0.03, 0.01, -0.03], [-0.11, -0.03, -0.11], [-0.03, 0.02, 0.01], [-0.01, 0.03, 0.03], [-0.19, 0.29, 0.00], [0.03, 0.00, 0.12], [0.01, 0.01, 0.07], [-0.01, 0.01, -0.01], [0.00, 0.01, -0.01], [0.01, 0.02, -0.03], [0.02, 0.02, 0.03], [0.01, 0.11, 0.06], [0.00, 0.06, 0.00], [-0.01, 0.00, 0.00], [0.00, -0.03, 0.01], [0.00, 0.01, 0.00], [-0.03, -0.02, -0.04], [0.14, 0.03, 0.04], [0.09, 0.01, -0.09], [0.00, -0.01, -0.05], [-0.06, 0.02, 0.10], [0.01, 0.02, 0.09], [0.01, 0.05, 0.01], [0.03, 0.07, -0.06], [-0.02, 0.00, -0.09], [-0.08, -0.10, -0.06], [-0.03, -0.09, 0.05], [-0.04, 0.01, 0.00], [-0.11, -0.04, 0.01], [-0.01, -0.08, 0.03], [0.09, -0.07, 0.03], [0.09, 0.02, 0.00], [0.01, -0.13, -0.14], [0.11, 0.14, 0.08], [-0.01, -0.02, 0.18], [0.03, 0.03, -0.13], [0.01, -0.07, 0.03], [0.00, 0.00, -0.05], [-0.06, 0.00, -0.01], [-0.03, 0.00, -0.01], [0.03, 0.02, 0.08], [-0.01, -0.09, -0.13], [-0.07, -0.07, 0.16], [0.08, -0.09, -0.05], [0.01, -0.03, 0.01], [0.00, 0.02, 0.02], [-0.01, 0.02, 0.03], [-0.01, 0.00, -0.03], [0.02, -0.05, -0.07], [-0.25, -0.12, -0.18], [0.02, 0.09, 0.10], [-0.04, -0.01, 0.02], [-0.03, 0.00, 0.04], [-0.04, 0.03, -0.02], [0.06, -0.03, -0.03], [0.17, 0.22, -0.24], [-0.05, -0.06, 0.03], [0.05, 0.02, 0.01], [0.04, -0.03, -0.01], [-0.02, -0.01, -0.07], [-0.08, 0.06, 0.07], [0.06, -0.04, 0.09], [0.00, 0.03, 0.09], [-0.05, 0.06, 0.02], [-0.05, 0.04, -0.07], [-0.01, 0.00, -0.05], [0.02, -0.03, 0.00], [0.06, -0.04, 0.06], [0.09, 0.04, 0.03], [0.02, 0.07, -0.02], [0.00, -0.01, 0.00], [0.09, 0.00, 0.02], [0.04, -0.03, 0.09], [-0.04, -0.12, 0.08], [-0.09, -0.05, -0.03], [-0.02, -0.01, -0.02]],
  "mulliken_charge": [-0.69, -0.02, -0.03, -0.08, -0.11, 0.53, -1.86, 0.56, -0.71, -1.41, 1.07, -0.70, -0.02, -0.39, -0.72, 1.43, 1.08, -0.85, 0.10, -0.62, 0.84, -1.20, -0.83, -0.78, 0.65, 0.46, 0.50, 0.26, 0.20, 0.44, 0.04, 0.40, 0.50, 0.53, 0.62, 0.61, -0.69, -0.63, -0.36, 0.13, -0.17, -0.60, 1.73, 0.51, 0.20, -0.85, -0.66, -0.66, -0.35, 0.37, -0.02, -0.69, -0.75, -0.79, -0.65, 0.36, 0.42, 0.42, 0.30, 0.53, 0.00, 0.44, 0.38, 0.43, 0.31, 0.35, 0.45, 0.42, 0.41, 0.40, 0.17, -0.21, -0.59, 0.20, 0.07, 0.06, 0.28, 0.55, -0.76, -0.68, 2.27, 0.71, -0.42, -0.70, -0.46, -0.57, -0.67, 1.12, -0.48, -0.78, -0.61, -0.61, -0.87, 0.80, -0.58, -0.72, -0.55, -0.57, -0.98, 0.32, 0.40, 0.39, 0.41, 0.40, 0.02, 0.44, 0.40, 0.46, 0.48, 0.39, 0.46, 0.63, 0.45, 0.41]
}